{
  "formula": "C19H53BN21O17P2",
  "method": "wB97M-V/def2-TZVPD",
  "e_lumo_ev": 1.3,
  "orbital_gap_ha": 0.21370,
  "total_charge": -1,
  "species": ["N", "P", "O", "C", "O", "B", "O", "C", "O", "C", "C", "C", "C", "C", "C", "O", "C", "P", "O", "O", "H", "H", "H", "H", "H", "H", "H", "H", "H", "H", "H", "H", "H", "C", "O", "N", "N", "H", "H", "H", "H", "C", "O", "N", "N", "H", "H", "H", "H", "C", "O", "N", "N", "H", "H", "H", "H", "C", "O", "N", "N", "H", "H", "H", "H", "C", "O", "N", "N", "H", "H", "H", "H", "C", "O", "N", "N", "H", "H", "H", "H", "C", "O", "N", "N", "H", "H", "H", "H", "C", "O", "N", "N", "H", "H", "H", "H", "C", "O", "N", "N", "H", "H", "H", "H", "C", "O", "N", "N", "H", "H", "H", "H"],
  "positions_angstrom": [[0.9934, -7.9077, 1.7076], [2.4416, -7.0485, 2.3624], [3.6427, -8.2741, 2.6756], [3.0428, -5.7880, 1.0217], [1.9267, -5.8593, 0.0207], [1.1542, -4.6486, 0.3630], [-0.1264, -4.3635, -0.3130], [-0.9756, -3.4868, 0.5331], [-0.5254, -2.5640, 1.3902], [-2.6121, -3.6168, 0.3705], [-3.1937, -4.7064, -0.7282], [-4.8321, -4.7954, -0.9121], [-5.7802, -3.7859, 0.0165], [-5.1864, -2.7358, 1.1373], [-3.5589, -2.6486, 1.3223], [2.2093, -3.6065, 0.4194], [3.1471, -4.2030, 1.4274], [4.7578, -3.2266, 1.1121], [4.3845, -1.8568, 0.0441], [5.2231, -2.4290, 2.6262], [1.1603, -8.2548, 0.7375], [0.1741, -7.2338, 1.6729], [3.6168, -8.4222, 3.6753], [4.0937, -6.2123, 0.7000], [0.8281, -4.8050, 1.4832], [-2.4627, -5.3948, -1.3583], [-5.2729, -5.5636, -1.6842], [-6.9516, -3.8234, -0.1358], [-5.8619, -2.0308, 1.8166], [-3.0041, -1.9473, 2.0828], [2.6480, -3.8454, 2.4252], [4.0207, -1.0863, 0.5979], [4.8260, -1.4928, 2.6400], [4.2680, 2.1009, 0.6289], [3.6061, 1.5031, 1.4627], [5.5477, 2.4597, 0.8370], [3.7768, 2.4543, -0.5725], [6.1088, 2.9523, 0.1627], [5.9561, 2.2127, 1.7289], [2.8170, 2.2031, -0.7697], [4.3063, 2.9467, -1.2721], [6.8895, 3.3014, -3.3929], [6.0423, 3.7240, -2.6220], [7.0995, 1.9879, -3.5940], [7.6889, 4.1113, -4.1102], [7.7922, 1.6208, -4.2244], [6.5187, 1.3437, -3.0734], [7.5636, 5.1077, -3.9884], [8.3922, 3.7822, -4.7500], [7.0113, 8.0229, -3.8010], [7.1598, 6.8437, -4.0802], [7.5634, 9.0160, -4.5211], [6.2822, 8.4347, -2.7481], [7.4525, 9.9927, -4.3068], [8.1202, 8.7492, -5.3224], [5.8491, 7.7188, -2.1796], [6.1483, 9.4010, -2.5022], [-3.5320, -0.8308, -2.4505], [-4.1939, -1.4286, -1.6168], [-2.2523, -0.4720, -2.2425], [-4.0232, -0.4774, -3.6520], [-1.6912, 0.0206, -2.9168], [-1.8439, -0.7190, -1.3506], [-4.9830, -0.7286, -3.8491], [-3.4937, 0.0150, -4.3516], [-7.6527, -2.7695, 4.3680], [-8.1272, -2.6051, 3.2552], [-7.4509, -1.7563, 5.2296], [-7.2890, -3.9786, 4.8322], [-7.0613, -1.8719, 6.1499], [-7.7113, -0.8293, 4.9195], [-7.4242, -4.7686, 4.2150], [-6.8966, -4.1340, 5.7455], [4.3717, 9.4440, 0.0362], [3.8972, 9.6083, -1.0766], [4.5735, 10.4571, 0.8978], [4.7354, 8.2349, 0.5004], [4.9631, 10.3415, 1.8181], [4.3131, 11.3842, 0.5877], [4.6002, 7.4448, -0.1167], [5.1278, 8.0795, 1.4137], [-4.8569, 1.9443, 0.8978], [-5.1630, 2.6954, 1.8104], [-3.5807, 1.7253, 0.5330], [-5.7684, 1.2684, 0.1754], [-3.3090, 1.1107, -0.2156], [-2.8630, 2.2148, 1.0514], [-6.7411, 1.4048, 0.4175], [-5.5359, 0.6455, -0.5796], [4.6357, -11.6992, 0.6862], [4.7842, -12.8784, 0.4070], [5.1878, -10.7061, -0.0339], [3.9066, -11.2874, 1.7391], [5.0769, -9.7294, 0.1804], [5.7446, -10.9728, -0.8352], [3.4735, -12.0033, 2.3077], [3.7727, -10.3210, 1.9850], [-9.7642, 2.2064, -0.2023], [-8.9071, 1.4226, -0.5785], [-10.9087, 2.4124, -0.8785], [-9.6408, 2.9344, 0.9222], [-11.6261, 3.0535, -0.5846], [-11.0415, 1.8841, -1.7309], [-8.7939, 2.8094, 1.4611], [-10.3356, 3.5848, 1.2484], [-2.7632, 5.0372, -0.7144], [-2.6147, 3.8580, -0.9936], [-2.2111, 6.0303, -1.4345], [-3.4923, 5.4490, 0.3385], [-2.3220, 7.0070, -1.2202], [-1.6543, 5.7635, -2.2358], [-3.9254, 4.7331, 0.9070], [-3.6262, 6.4153, 0.5844]]
}

=====

{
  "formula": "C19H53ClFNO9S",
  "method": "wB97M-V/def2-TZVPD",
  "e_lumo_ev": 0.3,
  "orbital_gap_ha": 0.36933,
  "smiles": "CCN(CCCCl)S(=O)(=O)F.CCO.CCO.CCO.CCO.CCO.CCO.CCO",
  "species": ["C", "C", "N", "C", "C", "C", "Cl", "S", "O", "O", "F", "H", "H", "H", "H", "H", "H", "H", "H", "H", "H", "H", "C", "C", "O", "H", "H", "H", "H", "H", "H", "C", "C", "O", "H", "H", "H", "H", "H", "H", "C", "C", "O", "H", "H", "H", "H", "H", "H", "C", "C", "O", "H", "H", "H", "H", "H", "H", "C", "C", "O", "H", "H", "H", "H", "H", "H", "C", "C", "O", "H", "H", "H", "H", "H", "H", "C", "C", "O", "H", "H", "H", "H", "H", "H"],
  "positions_angstrom": [[0.8000, 3.9665, -2.0869], [1.6803, 2.6559, -2.0969], [1.1582, 1.5102, -1.3615], [1.9440, 0.8734, -0.3098], [1.4978, 1.0771, 1.1927], [0.4905, 2.2406, 1.4564], [-1.1213, 1.6336, 2.0735], [-0.3629, 0.9923, -1.6612], [-0.6897, 0.8400, -3.1050], [-0.5459, -0.3208, -0.9879], [-1.5377, 1.9766, -1.0669], [1.1456, 4.5771, -2.9388], [1.0825, 4.5330, -1.1727], [-0.2897, 3.7759, -2.1235], [1.9013, 2.4326, -3.1696], [2.6613, 2.9401, -1.6559], [1.9456, -0.2297, -0.4859], [3.0116, 1.1753, -0.3819], [1.1235, 0.1138, 1.6046], [2.4185, 1.3033, 1.7817], [0.3708, 2.9586, 0.6208], [0.8989, 2.8344, 2.3043], [-1.4872, -2.6099, -5.1537], [-2.7157, -2.0882, -4.4327], [-2.7052, -2.4898, -3.0683], [-1.4452, -3.6997, -5.0972], [-1.4928, -2.3117, -6.2046], [-0.5755, -2.2281, -4.6862], [-3.6234, -2.4866, -4.8875], [-2.7567, -0.9952, -4.4794], [-1.9077, -2.1258, -2.6671], [-2.4467, -1.7083, 3.0930], [-2.2197, -2.2876, 4.4751], [-3.1715, -1.7646, 5.4023], [-2.3672, -0.6206, 3.1186], [-1.7167, -2.0975, 2.3804], [-3.4514, -1.9481, 2.7326], [-1.2253, -2.0281, 4.8382], [-2.3067, -3.3796, 4.4580], [-4.0469, -2.0034, 5.0853], [-5.4519, 1.3585, 5.9690], [-5.9696, 0.9451, 4.6048], [-5.3302, 1.6910, 3.5751], [-5.6232, 2.4239, 6.1347], [-5.9456, 0.7946, 6.7634], [-4.3743, 1.1910, 6.0393], [-7.0413, 1.1319, 4.5300], [-5.7922, -0.1221, 4.4309], [-4.3854, 1.5174, 3.6357], [1.7528, -3.9499, 4.1921], [1.8545, -2.6334, 3.4464], [1.3060, -1.5706, 4.2314], [0.7111, -4.1740, 4.4302], [2.1621, -4.7686, 3.5972], [2.2951, -3.9009, 5.1412], [1.2984, -2.6814, 2.5171], [2.8983, -2.3976, 3.2112], [1.8060, -1.5241, 5.0510], [-0.0338, -4.4481, -0.8166], [0.5027, -3.1293, -0.2930], [1.6585, -3.3386, 0.5126], [-0.2871, -5.1131, 0.0116], [-0.9250, -4.2936, -1.4294], [0.7218, -4.9600, -1.4195], [-0.2459, -2.6314, 0.3245], [0.7669, -2.4620, -1.1193], [2.3241, -3.7686, -0.0388], [5.1855, -3.1835, -3.5066], [3.9508, -2.6544, -2.8028], [3.9669, -3.0099, -1.4213], [5.2421, -4.2694, -3.4132], [5.1747, -2.9216, -4.5662], [6.0932, -2.7749, -3.0544], [3.0489, -3.0804, -3.2430], [3.8943, -1.5639, -2.8867], [4.7565, -2.6260, -1.0308], [1.2510, 8.8531, -3.8862], [1.0229, 7.3538, -3.8702], [1.4255, 6.7945, -2.6208], [2.3038, 9.0808, -3.7106], [0.9523, 9.2847, -4.8433], [0.6806, 9.3388, -3.0902], [1.6097, 6.8707, -4.6523], [-0.0338, 7.1207, -4.0378], [0.9007, 7.2139, -1.9329]]
}

=====

{
  "formula": "C19H53N7O26S4",
  "method": "wB97M-V/def2-TZVPD",
  "e_lumo_ev": [-6.4, -10.0],
  "orbital_gap_ha": [0.22353, 0.09199],
  "s_squared": 0.759,
  "spin_multiplicity": 2,
  "total_charge": 1,
  "species": ["O", "S", "O", "O", "C", "C", "C", "H", "H", "H", "H", "H", "H", "H", "H", "O", "S", "O", "O", "C", "C", "C", "H", "H", "H", "H", "H", "H", "H", "H", "O", "S", "O", "O", "C", "C", "C", "H", "H", "H", "H", "H", "H", "H", "H", "O", "S", "O", "O", "C", "C", "C", "H", "H", "H", "H", "H", "H", "H", "H", "C", "N", "O", "O", "H", "H", "H", "C", "N", "O", "O", "H", "H", "H", "C", "N", "O", "O", "H", "H", "H", "C", "N", "O", "O", "H", "H", "H", "C", "N", "O", "O", "H", "H", "H", "C", "N", "O", "O", "H", "H", "H", "C", "N", "O", "O", "H", "H", "H"],
  "positions_angstrom": [[-0.7540, 3.5959, 5.8474], [0.1045, 2.4399, 5.5617], [0.1602, 1.3076, 6.5002], [-0.2070, 1.8847, 4.0324], [-1.5597, 1.4975, 3.8524], [-1.5764, -0.0320, 4.0975], [1.7853, 3.2138, 5.2020], [-1.7801, 1.6708, 2.7990], [-2.2546, 2.2104, 4.2962], [-1.1589, -0.6187, 3.2792], [-2.5664, -0.4242, 4.3303], [-0.9750, -0.1862, 4.9934], [2.5050, 2.4051, 5.3286], [1.9971, 3.8949, 6.0262], [1.8246, 3.6922, 4.2234], [0.9613, -1.4838, 0.0349], [-0.2378, -0.6569, -0.1913], [-1.5483, -1.1594, 0.2833], [-0.0523, 0.8753, 0.3894], [1.1800, 1.5408, 0.0460], [1.2813, 2.7966, 0.9319], [-0.4044, -0.2498, -2.0076], [1.4457, 1.6862, -1.0010], [1.9641, 0.8726, 0.4021], [0.6880, 3.5491, 0.4123], [2.3332, 3.0804, 0.9638], [0.9079, 2.7273, 1.9536], [0.4452, 0.3060, -2.4044], [-1.2822, 0.3922, -2.0794], [-0.4272, -1.2233, -2.4975], [-4.4309, -3.0102, -1.0594], [-4.0414, -2.2541, -2.2267], [-2.6983, -2.2795, -2.8113], [-5.1557, -2.4635, -3.4262], [-6.5206, -2.4244, -3.1179], [-7.4259, -3.3639, -3.9222], [-4.4357, -0.5096, -1.7519], [-6.8482, -1.3960, -3.2702], [-6.6626, -2.7080, -2.0751], [-7.0444, -4.3665, -3.7292], [-7.3983, -3.2074, -5.0005], [-8.4834, -3.2709, -3.6752], [-4.3477, 0.0947, -2.6548], [-3.6392, -0.2618, -1.0504], [-5.3968, -0.4354, -1.2432], [-0.4335, 2.6961, -3.9607], [-1.5378, 3.0340, -3.0929], [-2.6935, 2.1450, -3.0107], [-0.9639, 3.3468, -1.5547], [-1.9357, 3.4525, -0.5577], [-1.6755, 4.7309, 0.3122], [-2.1653, 4.7294, -3.4931], [-1.9499, 2.5725, 0.0853], [-2.9762, 3.5131, -0.8765], [-0.9051, 4.5083, 1.0505], [-2.4711, 5.1686, 0.9151], [-1.3992, 5.6056, -0.2766], [-2.1575, 4.9014, -4.5694], [-1.3967, 5.4510, -3.2166], [-3.1818, 4.8254, -3.1115], [2.6964, 3.1802, -3.1968], [2.0833, 4.5285, -3.1683], [1.8097, 4.9908, -4.2888], [1.8813, 5.0144, -2.0355], [2.3468, 2.5271, -3.9964], [2.3863, 2.7612, -2.2396], [3.7683, 3.3410, -3.3122], [-0.0102, -4.1712, -3.0645], [0.6725, -5.4840, -3.0993], [1.8131, -5.5538, -3.5547], [0.1192, -6.4168, -2.5622], [0.6304, -3.4661, -3.5941], [-0.1955, -3.8160, -2.0508], [-0.9310, -4.2314, -3.6446], [1.8910, -3.9977, 2.0892], [1.1573, -4.4188, 0.8212], [1.8326, -4.5750, -0.2112], [-0.1016, -4.4700, 0.9139], [1.7271, -2.9210, 2.0431], [2.9163, -4.1953, 1.7767], [1.7090, -4.5293, 3.0233], [3.3043, -0.6620, 3.4180], [4.4216, -1.1230, 2.5980], [5.5486, -1.1344, 3.1660], [4.2020, -1.3226, 1.4605], [3.5279, 0.3879, 3.6069], [3.1662, -1.1961, 4.3581], [2.3860, -0.7375, 2.8357], [6.0699, 1.2620, 0.2301], [4.9211, 2.0923, 0.4813], [4.1620, 2.3322, -0.4826], [4.6333, 2.3419, 1.6318], [6.0844, 0.4649, 0.9734], [6.9481, 1.8865, 0.3942], [6.0613, 0.7822, -0.7486], [3.9179, -2.3013, -1.6129], [3.0284, -1.4168, -2.4078], [3.0774, -0.1923, -2.2557], [2.3049, -1.9629, -3.2131], [4.9132, -1.9473, -1.3443], [3.9876, -3.2057, -2.2174], [3.2735, -2.5320, -0.7646], [-2.0154, -3.2546, 3.0917], [-0.8681, -3.8113, 3.8614], [-0.1607, -2.9660, 4.3868], [-0.7411, -4.9976, 3.9367], [-1.6895, -2.5027, 2.3730], [-2.6499, -2.6901, 3.7749], [-2.4444, -4.1197, 2.5860]]
}

=====

{
  "formula": "C19H54BBa2F3NO25P5",
  "method": "wB97M-V/def2-TZVPD",
  "e_lumo_ev": -5.9,
  "orbital_gap_ha": 0.28081,
  "total_charge": 2,
  "species": ["Ba", "Ba", "B", "H", "H", "H", "H", "N", "O", "O", "O", "C", "O", "P", "O", "O", "C", "O", "C", "H", "H", "H", "H", "H", "H", "H", "H", "H", "C", "O", "P", "O", "O", "C", "O", "C", "H", "H", "H", "H", "H", "H", "H", "H", "H", "C", "O", "P", "O", "O", "C", "O", "C", "H", "H", "H", "H", "H", "H", "H", "H", "H", "C", "O", "P", "O", "O", "C", "O", "C", "H", "H", "H", "H", "H", "H", "H", "H", "H", "C", "O", "P", "O", "O", "C", "O", "C", "H", "H", "H", "H", "H", "H", "H", "H", "H", "C", "C", "O", "C", "O", "C", "F", "F", "F", "H", "H", "H", "H", "H"],
  "positions_angstrom": [[3.9242, 0.5599, 2.4818], [3.4964, -1.9990, -1.2329], [4.5398, 0.3574, -0.2163], [3.5552, 0.1584, 0.1775], [4.6501, 0.1488, -1.2692], [4.8889, 1.3587, -0.0165], [5.2410, -0.2634, 0.3194], [0.5790, -0.2603, 0.4020], [-0.5648, 0.1092, 0.4765], [1.3507, 0.0015, 1.3240], [0.9852, -0.9612, -0.4783], [2.0578, -1.6189, 6.7871], [0.8502, -0.9785, 6.3832], [0.9599, 0.1027, 5.1838], [2.0955, -0.1801, 4.2677], [-0.5926, 0.2071, 4.6224], [-1.1863, -0.7354, 3.7791], [1.1529, 1.5087, 5.9656], [2.2599, 1.5705, 6.8077], [3.0749, -1.3074, 6.5489], [2.0400, -2.6371, 6.3984], [2.1152, -1.7427, 7.8685], [-1.7236, -0.2479, 2.9656], [-1.7810, -1.3666, 4.4394], [-0.3971, -1.3870, 3.4042], [2.6780, 2.5770, 6.7917], [3.1168, 1.0503, 6.3798], [2.0775, 1.2457, 7.8321], [-2.8844, -0.1560, -2.7409], [-3.5374, 0.8015, -3.5868], [-3.7799, 0.5772, -5.2149], [-2.5662, 0.2794, -5.9586], [-4.9046, -0.6430, -5.2633], [-4.6814, -1.9666, -4.8280], [-4.7764, 1.8762, -5.5669], [-4.2657, 3.2064, -5.5607], [-2.1549, 0.1170, -1.9783], [-2.4529, -1.0272, -3.2337], [-3.5899, -0.6456, -2.0697], [-5.0337, -2.1357, -3.8105], [-3.6104, -2.1500, -4.9142], [-5.0642, -2.7049, -5.5326], [-3.1904, 3.1100, -5.7110], [-4.4782, 3.8631, -4.7170], [-4.5372, 3.6596, -6.5141], [2.7949, 5.2888, -0.0237], [1.8526, 4.7870, 0.8050], [2.2091, 4.2418, 2.2953], [3.2286, 3.1361, 2.3381], [0.7127, 4.0741, 2.8473], [0.0111, 2.8412, 2.4464], [2.5500, 5.6451, 3.1151], [3.7699, 5.8806, 3.8076], [3.4703, 4.4373, -0.1070], [3.2651, 6.1583, 0.4355], [2.4522, 5.5941, -1.0123], [0.6350, 2.0127, 2.7817], [-0.4730, 2.6804, 1.4831], [-0.8351, 2.7105, 3.1209], [3.6788, 5.4603, 4.8091], [4.0300, 6.9083, 4.0612], [4.7081, 5.5126, 3.3923], [4.6131, 1.5707, -3.8228], [3.5647, 1.4945, -4.6825], [2.3167, 0.5039, -4.3760], [2.4778, -0.6430, -3.4406], [1.1366, 1.5100, -3.8771], [0.0534, 1.0798, -3.1419], [2.0183, 0.0586, -5.9461], [1.8298, 1.0195, -6.9881], [4.5311, 2.4121, -3.1347], [5.6142, 1.6984, -4.2346], [4.6591, 0.6113, -3.3075], [0.0725, -0.0044, -3.0319], [-0.8323, 1.3694, -3.7075], [-0.0632, 1.4833, -2.1361], [2.2714, 0.6225, -7.9021], [2.4539, 1.9030, -6.8544], [0.7501, 1.1394, -7.0777], [-1.2682, -4.1480, -0.1826], [-0.5481, -5.0247, 0.6612], [1.0820, -5.0222, 0.4095], [1.6432, -4.0074, -0.5394], [1.5048, -4.7276, 1.9326], [0.8898, -3.6982, 2.7759], [1.5003, -6.5075, 0.1023], [2.8437, -6.8466, 0.0640], [-2.2738, -4.0945, 0.2346], [-1.4728, -4.7739, -1.0512], [-0.9425, -3.1348, -0.4184], [0.2478, -3.0071, 2.2297], [1.6156, -3.0226, 3.2283], [0.2422, -4.3553, 3.3564], [3.4152, -6.6774, 0.9767], [3.3942, -6.1899, -0.6095], [3.0992, -7.8303, -0.3299], [-4.5374, 0.5548, 1.9787], [-4.3428, -0.6711, 1.1392], [-5.5056, -0.7556, 0.2869], [-5.7701, -1.8674, -0.3775], [-4.9244, -2.7312, -0.4415], [-7.1828, -2.0007, -0.9618], [-7.0272, -2.3295, -2.2655], [-7.7479, -3.1191, -0.3915], [-8.0585, -0.9580, -0.7950], [-5.0825, 0.2756, 2.8804], [-5.1515, 1.3295, 1.5196], [-3.5325, 0.8647, 2.2655], [-4.0932, -1.5757, 1.6938], [-3.4793, -0.4786, 0.5025]]
}

=====

For reference, molecular weight by record: 920.5, 526.1, 923.9, 1194.0 Da.